Entry w
Here is a cluster of 4 separate species, C4H14NO3 in total from OMol25. Energies are from ωB97M-V/def2-TZVPD.

Each line ends with the Löwdin charge.
Element x y z (Å)
C: 0.3688 -1.4658 1.4643  -0.096
N: -0.4279 -0.2259 1.3485  -0.067
C: -0.5274 0.1892 -0.0453  -0.177
C: -0.9977 1.6643 -0.1537  -0.222
C: -2.1199 1.7735 -1.2173  -0.118
O: -3.1976 -0.5333 0.4787  -0.273
H: 0.0796 -2.2106 0.7089  0.093
H: 1.4169 -1.2058 1.2746  0.051
H: 0.2948 -1.8069 2.4851  0.068
H: -1.4241 -0.4897 1.5068  0.072
H: 0.3407 0.0146 -0.6708  0.112
H: -1.5594 -0.2671 -0.2164  0.084
H: -0.2091 2.3684 -0.3714  0.103
H: -1.4867 1.9005 0.7851  0.097
H: -1.7452 1.5321 -2.2269  0.081
H: -2.5991 2.7471 -1.1970  0.060
H: 2.9873 -0.9358 -0.5672  -0.069
H: -2.8242 1.0279 -0.8239  0.018
O: 2.6491 -0.2635 -1.4152  -0.276
H: 3.4728 0.0233 -1.8177  -0.044
H: 4.0775 -2.2422 0.1782  -0.085
O: 3.4308 -1.5944 0.4926  -0.411

LUMO: -0.12 eV
gap between HOMO and LUMO: 4.050 eV
net charge: -1
HOMO: -4.1695 eV

Entry x
Here is a cluster of 3 separate species, C4H14NO3 in total from OMol25. Energies are from ωB97M-V/def2-TZVPD.

Each line ends with the Löwdin charge.
Element x y z (Å)
C: -2.0946 0.7345 -0.3392  -0.135
N: -0.7762 1.4473 -0.6208  -0.084
C: 0.1229 -0.6472 -1.8607  -0.095
C: 0.4372 0.5942 -0.9252  -0.345
C: 1.2668 -0.1104 0.2971  -0.345
O: 1.8283 0.8503 1.1357  -0.302
H: -2.5792 0.3831 -1.3123  0.080
H: -1.9004 0.0017 0.5001  0.083
H: -2.7978 1.4671 -0.0647  0.030
H: -0.5199 1.9032 0.2659  0.068
H: 1.1107 -1.1859 -1.9051  0.072
H: -0.2420 -0.2613 -2.7920  0.049
H: -0.5691 -1.3223 -1.3532  0.051
H: 1.0992 1.2417 -1.4557  0.101
H: 2.0063 -0.6281 -0.2121  0.059
H: 0.3972 -0.6218 0.8390  0.109
H: 0.0327 -3.1124 1.3646  0.062
H: 0.9253 -2.6513 0.1546  -0.043
O: 0.4684 -3.3762 0.5148  -0.072
H: 0.5487 1.5533 3.3628  -0.015
H: 1.0028 1.6396 1.8187  -0.005
O: 0.2324 2.1010 2.5875  -0.325

LUMO: 3.67 eV
gap between HOMO and LUMO: 7.387 eV
net charge: -1
HOMO: -3.7143 eV

Tell me which of them is the least stable. Sure, it is entry w.